No. 1
C32H43F21O17 | ωB97M-V/def2-TZVPD

Calculated values
- energy above the lowest of the compared OMol25 structures with the same formula, charge and spin (kJ/mol) = 0.0
- Kohn-Sham gap (eV) = 11.5037
- charge = 0
- SMILES = CCOC(=O)C(F)(F)F.CCOC(=O)C(F)(F)F.CCOC(=O)C(F)(F)F.CCOC(=O)C(F)(F)F.CCOC(=O)C(F)(F)F.CCOC(=O)C(F)(F)F.CCOC(=O)C(F)(F)F.CCOC(=O)OC
- 2S+1 = 1
- HOMO level (eV) = -10.952

Last column: Löwdin charge in e.
CARTESIAN COORDINATES (ANGSTROEM)
C  -2.63103  -3.58377  3.68845  -0.052
C  -3.56575  -2.64923  4.40888  -0.156
O  -2.89956  -1.38794  4.81771  0.036
C  -2.53847  -0.49956  3.91887  -0.378
O  -2.74252  -0.63372  2.72229  0.128
C  -2.02760  0.77085  4.55467  -0.538
F  -2.04757  0.76188  5.91437  0.143
F  -0.72850  0.87229  4.31937  0.169
F  -2.60504  1.90166  4.17152  0.185
H  -1.73489  -3.77282  4.27946  0.076
H  -2.33725  -3.16332  2.72668  0.075
H  -3.13147  -4.55201  3.67568  0.086
H  -3.90540  -3.06320  5.35829  0.122
H  -4.51709  -2.41110  3.93314  0.127
C  2.57482  9.44538  -1.21827  -0.052
C  2.07742  8.73314  0.09233  -0.199
O  2.68739  7.47117  0.13802  0.008
C  2.26484  6.59476  1.08461  -0.301
O  1.20619  6.71446  1.71868  0.125
C  3.16239  5.31962  1.18658  -0.541
F  3.75666  5.15739  -0.02979  0.142
F  4.04913  5.42419  2.15148  0.201
F  2.36159  4.28252  1.41033  0.162
H  2.45632  10.52687  -1.28502  0.069
H  2.11130  9.17370  -2.16666  0.068
H  3.64377  9.28549  -1.35918  0.072
H  0.98978  8.69274  0.15154  0.123
H  2.41944  9.31601  0.94754  0.127
C  0.84919  3.38321  -1.88957  -0.036
C  1.58459  2.47176  -2.91872  -0.195
O  2.98656  2.67356  -2.90268  -0.005
C  3.91583  1.69014  -3.24265  -0.294
O  3.63022  0.52981  -3.47028  0.146
C  5.37676  2.22199  -3.27618  -0.552
F  6.08960  1.59320  -2.31255  0.153
F  5.92600  1.91277  -4.42923  0.195
F  5.36350  3.53623  -3.03644  0.169
H  -0.14479  3.06754  -1.57261  0.068
H  0.71975  4.42737  -2.17437  0.077
H  1.49096  3.41162  -1.00900  0.049
H  1.29528  2.81954  -3.91041  0.121
H  1.25791  1.43192  -2.90832  0.116
C  -5.78285  2.30223  0.63979  -0.051
C  -4.47049  1.65856  1.22118  -0.156
O  -3.53756  2.66888  1.70567  -0.013
C  -2.87658  3.57749  0.92896  -0.321
O  -2.95827  3.56841  -0.29060  0.130
C  -1.95388  4.55652  1.68521  -0.560
F  -2.18619  4.51693  2.98894  0.177
F  -0.68728  4.16236  1.50414  0.157
F  -2.13829  5.80068  1.25638  0.185
H  -6.48256  1.60580  0.17772  0.075
H  -5.51907  3.00961  -0.14641  0.067
H  -6.32262  2.85283  1.41024  0.072
H  -4.04256  1.15832  0.35242  0.105
H  -4.69175  0.94507  2.01494  0.111
C  -1.17793  -4.90832  -0.59635  -0.054
C  -1.20897  -5.93665  -1.72539  -0.166
O  0.06383  -6.02094  -2.44113  -0.003
C  0.24732  -7.06049  -3.27892  -0.366
O  -0.54212  -7.94045  -3.44330  0.169
C  1.72189  -7.23330  -3.78996  -0.534
F  2.60965  -6.65623  -3.00150  0.174
F  1.97950  -8.59473  -3.88092  0.125
F  1.88234  -6.66920  -4.95501  0.192
H  -0.93104  -3.90408  -0.94083  0.041
H  -0.31188  -5.16140  0.01522  0.083
H  -2.06252  -4.75700  0.02228  0.087
H  -1.98813  -5.64286  -2.42875  0.115
H  -1.40062  -6.91926  -1.29432  0.126
C  -0.91965  -2.42587  -5.14505  -0.067
C  -2.37748  -2.67176  -5.14053  -0.220
O  -2.86628  -1.87200  -4.08971  0.019
C  -3.27528  -2.38480  -2.91889  -0.296
O  -3.67815  -3.54986  -2.73484  0.106
C  -3.40343  -1.25452  -1.78810  -0.537
F  -3.11609  -1.82906  -0.63550  0.171
F  -2.52606  -0.28199  -2.01514  0.163
F  -4.68410  -0.79541  -1.78759  0.147
H  -0.64876  -1.38847  -5.34127  0.087
H  -0.39831  -2.96344  -5.93708  0.084
H  -0.40926  -2.67790  -4.21548  0.072
H  -2.58083  -3.73892  -5.05146  0.126
H  -2.82500  -2.34617  -6.07957  0.132
C  3.82422  -2.49909  2.08516  -0.058
C  3.22462  -1.27051  2.74188  -0.213
O  2.73983  -1.49589  4.05710  0.026
C  1.61460  -2.22820  4.26236  -0.314
O  0.93367  -2.72939  3.39207  0.141
C  1.27339  -2.48458  5.79417  -0.586
F  2.28458  -2.13875  6.58432  0.162
F  0.27522  -1.75441  6.29418  0.166
F  1.05075  -3.74929  5.92893  0.211
H  4.42563  -2.23169  1.21630  0.084
H  3.04935  -3.20956  1.79724  0.074
H  4.54331  -2.97636  2.75091  0.081
H  2.48862  -0.87415  2.04238  0.090
H  4.00816  -0.51702  2.82193  0.131
C  0.63359  1.25228  1.40529  -0.035
C  0.08820  0.18469  0.46125  -0.205
O  1.14900  -0.67841  0.10012  0.016
C  0.94420  -1.52917  -0.93801  -0.495
O  -0.15584  -1.76160  -1.42943  0.092
O  2.09451  -2.25003  -1.10869  -0.001
C  2.02785  -3.38874  -1.99619  -0.030
H  1.24781  0.82844  2.19977  0.072
H  -0.21213  1.78453  1.84069  0.064
H  1.21008  1.96927  0.82076  0.057
H  -0.46657  0.57085  -0.39386  0.118
H  -0.64146  -0.36874  1.05237  0.113
H  2.80962  -4.12392  -1.80531  0.092
H  2.21907  -3.06359  -3.01884  0.096
H  1.10317  -3.96364  -2.04689  0.059



No. 2
C20H36IN3O2 | ωB97M-V/def2-TZVPD

Calculated values
- Kohn-Sham gap (alpha / beta) (eV) = 7.3162 / 7.9454
- charge = +1
- 2S+1 = 2
- HOMO level (alpha / beta) (eV) = -11.331 / -11.960

Last column: Mulliken spin population.
CARTESIAN COORDINATES (ANGSTROEM)
C  3.45521  6.32523  0.86652  0.000
C  2.88342  6.76053  -0.64325  0.000
C  1.52149  5.93252  -1.04239  0.000
C  1.76546  4.66855  -2.05495  0.000
C  2.67150  3.44662  -1.45875  0.000
C  2.39830  3.04819  0.10276  0.000
N  2.21260  1.57591  0.38173  0.000
C  1.22702  1.05835  1.41919  -0.003
C  1.33438  -0.58932  1.37659  0.009
N  2.35954  -1.00575  0.34248  0.000
C  2.86122  0.34274  -0.19276  0.000
C  4.04469  0.26637  -1.31159  0.000
C  5.39170  -0.30228  -0.49755  0.000
O  5.37570  -1.54139  0.04933  0.000
I  7.19487  0.90617  -0.22185  0.000
H  3.94663  7.22195  1.43576  0.000
H  2.49867  6.00262  1.48018  0.000
H  4.24188  5.45910  0.79216  0.000
H  3.72914  6.73327  -1.46035  0.000
H  2.55388  7.89586  -0.52123  0.000
H  0.95199  5.66137  -0.05499  0.000
H  0.82540  6.70036  -1.63306  0.000
H  2.36557  5.10587  -2.99018  0.000
H  0.75554  4.25289  -2.51094  0.000
H  3.82709  3.73213  -1.55603  0.000
H  2.52736  2.50658  -2.17317  0.000
H  1.36093  3.56027  0.40195  0.000
H  3.18588  3.54219  0.85461  0.000
H  0.53755  1.70596  2.12645  0.000
H  0.68485  -1.31190  2.05947  -0.001
H  2.66242  -1.98583  0.06609  0.000
H  3.83167  -0.47517  -2.20648  0.000
H  4.37726  1.27727  -1.78903  0.000
C  -3.79243  -3.64747  -1.66368  0.008
C  -2.55877  -3.25291  -0.80235  0.029
C  -1.88815  -4.53971  -0.25111  0.022
C  -2.69370  -5.20163  0.86841  -0.020
C  -3.02002  -4.20676  1.97522  0.022
C  -3.68049  -2.89824  1.46453  0.021
N  -2.96520  -2.30314  0.28805  0.321
O  -1.79592  -1.68645  0.77338  0.592
C  -5.16176  -3.16525  1.09027  0.008
C  -3.78820  -1.90569  2.67016  -0.007
C  -1.59236  -2.58468  -1.83545  -0.006
H  -3.50395  -3.90048  -2.69080  0.001
H  -4.31444  -4.52753  -1.28926  0.001
H  -4.50828  -2.82168  -1.73762  -0.008
H  -0.88554  -4.30671  0.13490  0.004
H  -1.73975  -5.26607  -1.05896  0.001
H  -3.61548  -5.64169  0.47332  0.000
H  -2.11660  -6.03479  1.28579  0.002
H  -3.66953  -4.69449  2.71159  0.001
H  -2.08814  -3.96827  2.50695  0.004
H  -5.61831  -2.27797  0.63527  -0.006
H  -5.75513  -3.41201  1.97945  0.000
H  -5.29878  -4.00545  0.41131  0.001
H  -2.81887  -1.70569  3.14085  0.001
H  -4.43135  -2.31340  3.45974  0.000
H  -4.22137  -0.94786  2.35669  0.001
H  -2.04827  -1.68698  -2.27162  0.000
H  -1.36320  -3.27154  -2.65981  0.000
H  -0.62678  -2.30271  -1.40190  0.002



No. 3
C3H4Cl2O | ωB97M-V/def2-TZVPD

Calculated values
- energy above the lowest of the compared OMol25 structures with the same formula, charge and spin (kJ/mol) = 362.6
- Kohn-Sham gap (alpha / beta) (eV) = 10.0974 / 5.7987
- charge = 0
- 2S+1 = 1
- HOMO level (alpha / beta) (eV) = -9.824 / -7.563

Last column: Löwdin charge in e.
CARTESIAN COORDINATES (ANGSTROEM)
C  -2.48559  -0.41829  0.16720  -0.583
C  1.30679  0.51211  -0.46784  -0.206
C  1.10992  -0.58513  0.44712  -0.696
O  -3.18563  -0.66528  1.09040  0.006
Cl  -2.28445  1.19843  -0.42588  0.636
Cl  0.86692  -2.10464  -0.16931  0.653
H  0.28107  0.97573  -0.54221  0.022
H  1.48923  0.19691  -1.47672  0.062
H  1.96481  1.26729  -0.06648  0.073
H  0.93692  -0.37713  1.44371  0.032



No. 4
C19H36Br4N4O | ωB97M-V/def2-TZVPD

Calculated values
- Kohn-Sham gap (eV) = 9.7234
- charge = 0
- SMILES = CN(C)C=O.BrCCBr.BrCCBr.CCCC#N.CCCC#N.CCCC#N
- 2S+1 = 1
- HOMO level (eV) = -9.575

Last column: Löwdin charge in e.
CARTESIAN COORDINATES (ANGSTROEM)
C  1.75867  0.52164  1.35249  -0.390
O  1.85034  1.31016  2.27593  -0.001
N  0.62835  0.24298  0.68591  -0.191
C  0.62188  -0.68922  -0.39515  -0.081
C  -0.63336  0.85387  1.08937  -0.040
H  2.62938  -0.04023  0.97887  0.092
H  0.32707  -1.69995  -0.08064  0.072
H  1.58118  -0.77814  -0.90496  0.082
H  -0.09517  -0.41980  -1.17669  0.077
H  -0.62898  1.04070  2.16010  0.079
H  -0.79867  1.78628  0.54704  0.087
H  -1.43163  0.13703  0.89681  0.088
C  0.69483  1.51150  -5.24898  -0.119
C  2.19128  1.45796  -5.06208  -0.263
C  2.63976  0.37758  -4.07996  -0.193
C  1.98678  -0.89936  -4.30616  -0.245
N  1.45221  -1.90435  -4.47303  0.159
H  0.37526  2.40327  -5.79333  0.075
H  0.15246  1.54834  -4.29919  0.076
H  0.32821  0.64920  -5.80743  0.075
H  2.54684  2.43034  -4.71860  0.109
H  2.66322  1.30009  -6.03392  0.113
H  2.40242  0.69222  -3.06019  0.112
H  3.72093  0.24713  -4.13964  0.120
C  -2.19554  -1.98377  -3.13038  -0.110
C  -3.34000  -2.39854  -2.20298  -0.266
C  -3.56798  -3.90347  -2.11791  -0.193
C  -3.92881  -4.48103  -3.42378  -0.237
N  -4.21021  -4.93132  -4.43961  0.142
H  -1.89984  -0.96875  -2.87723  0.055
H  -2.56229  -2.03279  -4.15716  0.075
H  -1.33953  -2.65818  -3.09394  0.070
H  -4.26188  -1.91951  -2.54455  0.111
H  -3.19471  -2.00221  -1.19363  0.100
H  -4.38765  -4.14325  -1.43753  0.116
H  -2.68411  -4.43465  -1.75922  0.119
C  -4.94127  4.16558  0.79512  -0.103
C  -3.43467  3.93241  0.75924  -0.261
C  -2.77383  4.01967  2.16267  -0.183
C  -3.09937  2.84520  2.97103  -0.252
N  -3.35364  1.91467  3.58838  0.150
H  -5.14127  5.20152  1.07070  0.076
H  -5.40804  3.49628  1.51631  0.074
H  -5.37110  3.99385  -0.19038  0.072
H  -2.92811  4.64695  0.11133  0.105
H  -3.19889  2.93089  0.38785  0.098
H  -3.13224  4.89218  2.70965  0.119
H  -1.69488  4.04969  2.01818  0.113
Br  2.08792  -0.88796  6.82088  0.630
C  1.45842  -2.07283  5.42630  -0.735
C  0.59943  -1.30889  4.44613  -0.667
Br  0.10314  -2.54432  3.01324  0.620
H  0.95706  -2.90698  5.90552  0.054
H  2.33177  -2.48343  4.92133  0.004
H  1.13105  -0.49296  3.97173  0.029
H  -0.33425  -0.98418  4.89348  0.060
Br  7.48738  0.41454  3.71716  0.631
C  6.35995  -0.74951  2.65228  -0.715
C  5.35319  -1.45124  3.53860  -0.674
Br  3.95284  -2.23970  2.44389  0.676
H  7.01025  -1.45768  2.14599  0.056
H  5.89320  -0.11530  1.90645  0.043
H  4.89427  -0.73831  4.21530  0.048
H  5.80095  -2.29186  4.05298  0.056